(1)
Computed, not measured: C5H14NO in the gas phase in a non-equilibrium geometry, with the ωB97M-V functional and the def2-TZVPD basis.

The value obtained for the energy is -328.7756 a.u. As for the multiplicity: 2. The LUMO energy (spin up / spin down) comes out at 0.7 / 0.6 eV.

Each line ends with the Mulliken spin population.
CARTESIAN COORDINATES (ANGSTROEM)
C 2.31 -0.46 -0.91  0.0246
C 1.02 0.02 -0.31  0.6558
C 0.06 -1.11 0.15  -0.1795
C -1.43 -0.82 0.36  0.4174
C -1.81 0.21 1.40  0.0781
O -1.34 1.51 1.08  -0.3392
N 0.44 1.11 -1.19  1.8440
H 2.18 -0.82 -1.92  -0.0954
H 3.04 0.35 -0.94  -0.2057
H 2.73 -1.29 -0.31  0.0122
H 1.24 0.56 0.61  0.2975
H 0.18 -1.94 -0.53  -0.1021
H 0.49 -1.43 1.10  0.0002
H -1.86 -0.53 -0.60  -0.0899
H -1.91 -1.75 0.65  0.0328
H -1.44 -0.08 2.40  -0.0382
H -2.90 0.19 1.48  0.0088
H -1.80 2.16 1.63  0.1427
H -0.25 1.66 -0.63  0.0731
H 1.17 1.78 -1.54  -0.6993
H -0.12 0.69 -1.97  -0.8380

(2)
Computed, not measured: C2H2FOTl as an isolated structure in a non-equilibrium geometry, with the ωB97M-V functional and the def2-TZVPD basis.

The value obtained for the energy is -424.9320 a.u. As for the multiplicity: 2. Its charge is -1. The LUMO energy (spin up / spin down) comes out at 3.4 / 3.3 eV.

Each line ends with the Mulliken spin population.
CARTESIAN COORDINATES (ANGSTROEM)
F -1.19 -1.43 -0.39  -0.0023
O 1.04 -0.86 -0.84  -0.0648
C -0.09 -0.23 -0.78  0.8027
C -0.25 0.80 0.24  0.0251
Tl 1.22 -1.07 1.28  0.2560
H -1.26 1.22 0.32  -0.0192
H 0.54 1.57 0.16  0.0024

(3)
Computed, not measured: C4H8N2O in the gas phase in a non-equilibrium geometry, with the ωB97M-V functional and the def2-TZVPD basis.

Its structure (SMILES) is CN[C@H](C#N)CO. The value obtained for the energy is -341.8997 a.u. The LUMO energy comes out at 0.8 eV.

Each line ends with the Löwdin charge.
CARTESIAN COORDINATES (ANGSTROEM)
C -1.82 0.23 0.71  -0.1282
N -0.36 0.40 0.72  -0.0540
C 0.40 0.24 -0.66  -0.2636
C 1.78 -0.32 -0.32  -0.2414
O 2.38 0.59 0.57  -0.0621
C -0.49 -0.57 -1.48  -0.1739
N -1.52 -1.03 -1.72  0.1574
H -2.18 -0.43 1.51  0.0872
H -2.36 1.18 0.70  0.0785
H -2.11 -0.34 -0.21  0.0209
H -0.02 -0.37 1.30  0.0975
H 0.54 1.22 -1.16  0.1548
H 2.47 -0.45 -1.17  0.1306
H 1.65 -1.32 0.13  0.1234
H 1.65 0.98 1.07  0.0730

Repeat the third record exactly.
Computed, not measured: C4H8N2O in the gas phase in a non-equilibrium geometry, with the ωB97M-V functional and the def2-TZVPD basis.

Its structure (SMILES) is CN[C@H](C#N)CO. The value obtained for the energy is -341.8997 a.u. The LUMO energy comes out at 0.8 eV.

Each line ends with the Löwdin charge.
CARTESIAN COORDINATES (ANGSTROEM)
C -1.82 0.23 0.71  -0.1282
N -0.36 0.40 0.72  -0.0540
C 0.40 0.24 -0.66  -0.2636
C 1.78 -0.32 -0.32  -0.2414
O 2.38 0.59 0.57  -0.0621
C -0.49 -0.57 -1.48  -0.1739
N -1.52 -1.03 -1.72  0.1574
H -2.18 -0.43 1.51  0.0872
H -2.36 1.18 0.70  0.0785
H -2.11 -0.34 -0.21  0.0209
H -0.02 -0.37 1.30  0.0975
H 0.54 1.22 -1.16  0.1548
H 2.47 -0.45 -1.17  0.1306
H 1.65 -1.32 0.13  0.1234
H 1.65 0.98 1.07  0.0730

Q: Which of these has the highest energy?
A: C5H14NO

Q: Which of these has the lowest energy?
A: C2H2FOTl